The molecule C26H20N2O2. Source: OMol25; level of theory: wB97M-V/def2-TZVPD.

Structure (XYZ):
```
50
Properties=species:S:1:pos:R:3:nbo_charge:R:1
C 6.0554 -3.1914 -0.7418 -0.219
C 4.8565 -3.6755 -1.2374 -0.205
C 3.6580 -3.2595 -0.6879 -0.233
C 3.6373 -2.3471 0.3645 0.046
C 2.3623 -1.9059 0.9516 -0.066
C 2.1609 -0.5675 1.2695 -0.219
C 0.9638 -0.1135 1.8160 -0.236
C -0.0135 -1.0477 2.0451 0.239
C 0.1686 -2.3976 1.7323 0.187
C 1.3460 -2.8420 1.1822 -0.271
N -0.9816 -3.0867 2.1260 -0.625
C -1.9745 -2.0634 2.3892 0.224
C -2.9685 -1.8943 1.1824 0.224
N -3.6233 -0.6007 1.2013 -0.609
C -2.9324 0.1814 0.2717 0.107
C -2.9864 1.5274 0.0042 -0.239
C -2.2099 2.0234 -1.0510 -0.066
C -2.2477 3.4595 -1.3689 0.047
C -2.2480 4.4139 -0.3541 -0.232
C -2.2887 5.7628 -0.6541 -0.204
C -2.3341 6.1822 -1.9730 -0.223
C -2.3348 5.2427 -2.9904 -0.193
C -2.2900 3.8936 -2.6919 -0.234
C -1.4054 1.1612 -1.7876 -0.216
C -1.3417 -0.2016 -1.5113 -0.268
C -2.1205 -0.6690 -0.4839 0.317
O -2.2301 -1.9615 -0.0229 -0.499
O -1.2713 -0.8487 2.5688 -0.485
C 4.8494 -1.8642 0.8522 -0.219
C 6.0473 -2.2849 0.3051 -0.208
H 6.9916 -3.5190 -1.1693 0.212
H 4.8560 -4.3795 -2.0572 0.212
H 2.7255 -3.6283 -1.0900 0.212
H 2.9419 0.1472 1.0602 0.217
H 0.8048 0.9282 2.0406 0.227
H 1.4918 -3.8851 0.9503 0.218
H -1.2901 -3.8436 1.5329 0.393
H -2.5419 -2.2793 3.3067 0.174
H -3.7007 -2.7156 1.1911 0.174
H -3.7671 -0.2044 2.1190 0.394
H -3.6227 2.1822 0.5782 0.218
H -2.1956 4.0940 0.6764 0.211
H -2.2834 6.4910 0.1442 0.212
H -2.3688 7.2361 -2.2068 0.212
H -2.3738 5.5635 -4.0214 0.211
H -2.3087 3.1648 -3.4890 0.215
H -0.7895 1.5612 -2.5783 0.217
H -0.7013 -0.8622 -2.0721 0.228
H 4.8492 -1.1700 1.6799 0.213
H 6.9797 -1.9065 0.6988 0.212
```

Charge: 0
Energy relative to the best compared isomer or geometry (same formula, charge and spin): 0.0 kcal/mol
HOMO: -7.459 eV